Below is C39H71BeCl2FN7NaO16PS as an isolated structure at a distorted geometry, with properties calculated with ωB97M-V/def2-TZVPD.

Positions of all 140 atoms, in Å:
C 4.515 -5.803 1.139
C 4.967 -4.573 1.911
O 4.562 -4.551 3.215
C 3.402 -3.772 3.436
C 2.176 -4.702 3.514
O 1.093 -3.827 3.618
C -0.160 -4.481 3.459
C -1.192 -3.422 2.923
N -0.522 -2.135 3.121
C -0.568 -1.538 4.160
O -0.896 -0.738 4.816
C -1.155 -3.509 1.313
C 0.315 -3.500 0.754
C 0.603 -3.009 -0.691
C 2.105 -2.506 -0.732
C 2.618 -2.616 -2.218
C 3.668 -3.767 -2.398
N 4.923 -3.395 -1.635
C -2.048 -2.425 0.655
C -1.633 -0.955 0.747
O -2.481 -0.180 0.972
N -0.311 -0.423 0.520
C 0.235 0.283 1.700
C -0.471 0.638 -0.532
C -1.766 -4.870 0.795
N -1.624 -5.042 -0.643
O -3.224 -4.926 1.031
S -3.385 -5.031 2.627
O -2.705 -6.146 3.207
O -4.771 -5.247 2.904
C -2.634 -3.579 3.498
C -3.510 -2.291 3.489
C -4.990 -2.409 3.201
O -5.344 -2.730 1.871
C -5.660 -1.001 3.525
N -7.043 -0.996 2.934
P -2.719 -4.263 5.323
O -4.349 -4.416 5.711
Cl -2.058 -2.881 6.681
H 4.708 -5.679 0.064
H 5.125 -6.655 1.463
H 3.450 -6.033 1.229
H 6.074 -4.602 1.929
H 4.670 -3.664 1.281
H 3.542 -3.134 4.319
H 3.157 -3.087 2.590
H 2.257 -5.326 4.418
H 2.199 -5.260 2.567
H 0.062 -5.321 2.784
H -0.408 -4.942 4.428
H 0.653 -4.555 0.807
H 1.030 -2.960 1.394
H -0.023 -2.211 -1.097
H 0.552 -3.866 -1.382
H 2.168 -1.431 -0.489
H 2.723 -3.097 -0.028
H 1.800 -2.896 -2.899
H 3.040 -1.651 -2.557
H 3.900 -3.892 -3.469
H 3.149 -4.653 -1.994
H 5.629 -4.122 -1.722
H 5.280 -2.506 -1.978
H -3.105 -2.470 0.956
H -2.089 -2.623 -0.436
H 0.926 1.048 1.315
H 0.880 -0.433 2.238
H -0.522 0.724 2.365
H -1.304 0.447 -1.212
H -0.705 1.580 -0.002
H 0.481 0.835 -1.052
H -1.287 -5.763 1.211
H -2.472 -4.673 -1.063
H -1.646 -6.041 -0.817
H -3.406 -1.830 4.494
H -3.090 -1.512 2.822
H -5.539 -3.120 3.852
H -5.927 -3.490 1.887
H -5.062 -0.162 3.158
H -5.727 -0.968 4.660
H -6.997 -0.765 1.954
H -7.490 -1.911 3.039
H -4.547 -3.823 6.444
N -2.052 2.794 -2.363
C -2.215 4.116 -2.332
C -3.152 4.796 -3.094
C -3.964 4.062 -3.940
C -3.811 2.688 -3.989
C -2.846 2.107 -3.182
H -1.553 4.648 -1.657
H -3.242 5.871 -3.027
H -4.707 4.554 -4.553
H -4.426 2.079 -4.638
H -2.692 1.033 -3.184
C -1.174 8.465 0.071
C -1.033 8.647 1.439
C -1.701 7.812 2.323
C -2.503 6.788 1.839
C -2.642 6.603 0.472
C -1.980 7.445 -0.414
H -0.655 9.120 -0.619
H -0.403 9.442 1.817
H -1.596 7.958 3.391
H -3.021 6.134 2.530
H -3.266 5.803 0.094
H -2.092 7.305 -1.482
O 2.884 -8.524 -1.608
Cl 1.899 -7.685 -2.253
O 0.706 -7.626 -1.444
O 1.593 -8.212 -3.544
O 2.434 -6.333 -2.396
C 0.494 4.529 -4.435
O 0.472 5.815 -3.832
C 0.837 5.799 -2.452
C 2.177 6.480 -2.249
N 3.262 5.676 -2.800
C 4.544 6.374 -2.862
C 4.647 7.592 -3.782
O 4.539 7.282 -5.161
C 3.207 7.217 -5.655
H 0.060 4.610 -5.430
H 1.520 4.160 -4.534
H -0.101 3.817 -3.857
H 0.835 4.787 -2.035
H 0.075 6.375 -1.922
H 2.347 6.631 -1.179
H 2.124 7.465 -2.732
H 3.013 5.387 -3.738
H 5.281 5.640 -3.202
H 4.837 6.668 -1.849
H 5.650 8.008 -3.651
H 3.952 8.392 -3.507
H 2.533 7.899 -5.133
H 2.829 6.193 -5.593
H 3.225 7.491 -6.710
Be 4.649 -2.202 0.420
O 4.305 3.789 -5.602
H 4.565 4.711 -5.726
H 4.850 3.490 -4.868
F 0.373 -2.870 7.410
Na -8.042 -1.652 4.937

2S+1: 1
Frontier orbital gap in eV: 1.7406
E_HOMO in eV: -9.678
Charge: +1

These are the Löwdin partial charges, in e, on atoms 1 to 5: C -0.011; C -0.299; O -0.062; C -0.141; C -0.163

---

Below is a 2-piece molecular cluster, C2BrF3O overall at a distorted geometry, with properties calculated with ωB97M-V/def2-TZVPD.

Positions of all 7 atoms, in Å:
C 1.144 -0.032 0.816
C -2.005 0.422 -1.266
O 0.658 -0.537 -0.110
F 2.314 0.554 0.877
F 0.606 0.062 2.014
F -2.185 -0.844 -1.493
Br -0.649 1.052 -2.338

Relative energy (zero: lowest compared OMol25 entry of this formula, charge and spin) in kcal/mol: 34.7
2S+1: 1
Frontier orbital gap in eV: 9.3378
E_HOMO in eV: -9.801

These are the natural (NBO) partial charges, in e, on atoms 1 to 5: C 1.134; C 0.262; O -0.542; F -0.295; F -0.299

---

Below is C23H25N6OPd as an isolated structure at a distorted geometry, with properties calculated with ωB97M-V/def2-TZVPD.

Positions of all 56 atoms, in Å:
Pd -0.117 -0.019 0.045
C -0.717 0.223 6.771
C -1.015 0.261 5.297
C -2.022 -0.521 4.737
C -2.276 -0.515 3.379
C -1.553 0.301 2.503
N -1.795 0.363 1.124
C -3.074 -0.059 0.655
C -4.181 0.641 1.127
C -5.450 0.391 0.640
C -5.674 -0.560 -0.354
C -7.045 -0.784 -0.929
C -4.577 -1.260 -0.816
C -3.301 -1.027 -0.300
N -2.249 -1.887 -0.744
C -2.348 -3.193 -1.018
C -1.167 -3.595 -1.612
C -0.396 -2.442 -1.659
N -1.055 -1.406 -1.136
C -0.533 1.063 3.076
C -0.264 1.043 4.438
N 0.229 1.929 2.252
C 0.611 3.186 2.528
C 1.416 3.626 1.499
C 1.476 2.550 0.619
N 0.763 1.526 1.084
H -1.578 -0.124 7.340
H -0.434 1.205 7.147
H 0.111 -0.458 6.979
H -2.611 -1.162 5.382
H -3.052 -1.150 2.973
H -4.025 1.413 1.869
H -6.282 0.965 1.030
H -7.816 -0.443 -0.239
H -7.222 -1.839 -1.141
H -7.173 -0.236 -1.864
H -4.698 -2.005 -1.594
H -3.249 -3.732 -0.780
H -0.911 -4.580 -1.956
H 0.602 -2.302 -2.038
H 0.553 1.642 4.824
H 0.262 3.670 3.423
H 1.881 4.589 1.397
H 1.992 2.464 -0.324
C 4.725 -2.785 1.642
N 3.264 -2.790 1.601
C 2.482 -3.732 2.394
C 2.612 -1.890 0.874
O 1.379 -1.817 0.825
H 5.061 -3.657 2.195
H 5.110 -1.896 2.142
H 5.141 -2.843 0.637
H 3.152 -4.467 2.830
H 1.751 -4.235 1.763
H 1.943 -3.217 3.190
H 3.266 -1.212 0.309

Relative energy (zero: lowest compared OMol25 entry of this formula, charge and spin) in kcal/mol: 28.0
2S+1: 1
Frontier orbital gap (alpha / beta) in eV: 6.2093 / 6.2062
E_HOMO (alpha / beta) in eV: -9.982 / -9.981
Charge: +1

These are the natural (NBO) partial charges, in e, on atoms 1 to 5: Pd 0.939; C -0.632; C -0.013; C -0.176; C -0.227

---

no.,energy (a.u.)
1,-5051.604518
2,-3024.968325
3,-1422.877978